(1)
This record from the OMol25 dataset describes a 9-piece molecular cluster, C16H50O9 overall. The level of theory is ωB97M-V with the def2-TZVPD basis set.

## Properties
Charge: 0
Strongest force on any atom: 0.090 Eh/bohr
Energy above the lowest of the compared OMol25 structures with the same formula, charge and spin: 5.4256 eV
Highest occupied orbital energy: -0.33181 hartree
DFT total energy: -1316.5209 Eh
Kohn-Sham gap: 9.5 eV

Positions of all 75 atoms, in Å:
1 C 0.0100 -29.2439 -14.7000
2 C -0.5931 -27.8456 -14.3688
3 O 0.0092 -26.9450 -15.2657
4 H 0.0616 -29.5134 -15.7338
5 H -0.4641 -29.9999 -14.1042
6 H 1.0276 -29.0968 -14.3318
7 H -0.4091 -27.4813 -13.3460
8 H -1.6188 -27.9237 -14.5677
9 H 0.7403 -26.6143 -14.8419
10 C 5.4761 -23.8422 -11.4033
11 C 6.1145 -25.0337 -12.2603
12 O 5.5187 -25.0245 -13.4510
13 H 6.0518 -23.8620 -10.4957
14 H 4.5078 -23.9883 -10.9418
15 H 5.6715 -22.8371 -11.7975
16 H 5.9513 -26.1238 -11.8221
17 H 7.1401 -24.9448 -12.5853
18 H 5.6282 -25.8629 -13.8562
19 C 7.5027 -25.2366 -17.7598
20 C 6.5906 -24.4476 -16.9247
21 O 5.3778 -24.1651 -17.6364
22 H 7.0333 -26.1658 -17.9649
23 H 8.4324 -25.3784 -17.2122
24 H 7.8184 -24.7480 -18.6153
25 H 7.1447 -23.5389 -16.5193
26 H 6.4099 -25.1108 -16.1030
27 H 5.4162 -23.2732 -17.7850
28 C 7.9921 -28.0473 -14.5290
29 C 8.7296 -26.9532 -14.0148
30 O 8.1934 -25.7599 -14.6594
31 H 8.1962 -28.9115 -13.9425
32 H 8.0946 -28.1884 -15.6441
33 H 6.8969 -27.9084 -14.4147
34 H 9.7335 -27.2730 -14.3431
35 H 8.6895 -26.8674 -12.9459
36 H 8.5920 -25.8393 -15.5591
37 C 3.9602 -30.9252 -11.4696
38 C 3.5640 -30.0955 -12.6598
39 O 4.6489 -29.2775 -12.9514
40 H 4.7207 -31.6213 -11.6785
41 H 3.0745 -31.4134 -11.2413
42 H 4.2073 -30.2680 -10.6253
43 H 2.6876 -29.4779 -12.4431
44 H 3.1869 -30.6595 -13.5154
45 H 4.4006 -28.6665 -13.6438
46 C 3.3793 -25.8352 -19.6175
47 C 1.8816 -26.1628 -19.4177
48 O 1.6257 -27.4766 -18.8355
49 H 3.7760 -26.4838 -20.3815
50 H 3.9862 -26.0994 -18.8033
51 H 3.6721 -24.8385 -19.9880
52 H 1.1695 -26.0536 -20.2945
53 H 1.5816 -25.3703 -18.7507
54 H 0.7319 -27.5028 -18.5197
55 C 3.4973 -28.4170 -16.5098
56 C 4.4117 -27.3612 -16.0027
57 O 4.0957 -27.0395 -14.6607
58 H 3.5724 -29.2317 -15.9246
59 H 3.7517 -28.5445 -17.5741
60 H 2.4819 -28.1206 -16.4730
61 H 4.2183 -26.4825 -16.5869
62 H 5.4617 -27.6707 -16.0428
63 H 3.2899 -26.5284 -14.6383
64 C 2.1383 -24.7996 -16.2735
65 O 2.1088 -24.8572 -14.8828
66 H 2.1656 -25.8287 -16.6359
67 H 3.1136 -24.5559 -16.7583
68 H 1.2910 -24.2424 -16.6783
69 H 1.2962 -24.3708 -14.6172
70 C 3.0560 -26.4029 -11.9659
71 O 1.9818 -27.1952 -12.6009
72 H 3.2193 -25.3992 -12.4580
73 H 3.9246 -27.0645 -12.0160
74 H 2.8690 -26.2238 -10.8351
75 H 1.1509 -26.7535 -12.3599


(2)
This record from the OMol25 dataset describes a 17-piece molecular cluster, C37H112N30O21 overall. The level of theory is ωB97M-V with the def2-TZVPD basis set.

## Properties
Charge: 0
Strongest force on any atom: 0.088 Eh/bohr
Highest occupied orbital energy: -0.30670 hartree
DFT total energy: -4700.0265 Eh
Kohn-Sham gap: 8.8 eV

Positions of all 200 atoms, in Å:
1 C -28.9297 6.3909 -12.9492
2 O -28.5690 7.6226 -13.5164
3 C -27.5924 8.3267 -12.8634
4 C -27.2103 9.5039 -13.7439
5 N -26.7634 9.2186 -15.1175
6 C -26.0290 8.0277 -15.2897
7 C -25.5861 7.8040 -16.6842
8 O -24.3075 8.3635 -16.7997
9 C -24.0369 8.9435 -18.0577
10 H -29.6274 6.3968 -12.1272
11 H -28.0241 5.8184 -12.6273
12 H -29.4405 5.8335 -13.6869
13 H -26.7763 7.6330 -12.6485
14 H -27.8065 8.9153 -11.8944
15 H -26.3688 10.0487 -13.1583
16 H -28.0250 10.2341 -13.8155
17 H -27.5766 9.1094 -15.7562
18 H -26.5622 7.1198 -14.9850
19 H -25.0837 7.9797 -14.7253
20 H -26.3409 8.2958 -17.4026
21 H -25.6057 6.7230 -16.8995
22 H -24.0421 8.1358 -18.8322
23 H -23.0486 9.4011 -18.0663
24 H -24.7433 9.6917 -18.2994
25 C -27.4891 6.7855 -1.8397
26 O -28.0764 7.7627 -2.6282
27 C -29.3617 7.3917 -3.0792
28 C -29.7343 8.2055 -4.2568
29 N -28.9155 7.8366 -5.4750
30 C -29.4791 8.2710 -6.6860
31 C -28.7734 7.7886 -7.9575
32 O -27.9515 6.5923 -7.6911
33 C -27.2135 6.2648 -8.7975
34 H -27.4039 5.8535 -2.3704
35 H -28.0365 6.6058 -0.9254
36 H -26.5070 7.0886 -1.5624
37 H -30.1022 7.5560 -2.3061
38 H -29.4604 6.3563 -3.4286
39 H -29.8407 9.2315 -4.1415
40 H -30.8002 7.7618 -4.4460
41 H -28.8347 6.8049 -5.4662
42 H -29.3847 9.3572 -6.8059
43 H -30.5539 8.0362 -6.6168
44 H -28.1649 8.6038 -8.3080
45 H -29.5446 7.5321 -8.7734
46 H -27.8833 6.0557 -9.6447
47 H -26.6027 5.4009 -8.4748
48 H -26.5805 7.1510 -9.1276
49 C -31.6679 16.4982 -8.0816
50 O -30.4491 15.7788 -8.4527
51 C -30.7319 14.5400 -8.9405
52 C -29.4236 13.7796 -9.1353
53 N -28.5897 13.6323 -7.9318
54 C -27.2051 13.0548 -8.1385
55 C -27.1749 11.6078 -7.7400
56 O -28.1311 10.9169 -8.4990
57 C -28.0751 10.8215 -9.9655
58 H -32.5233 15.8485 -8.1082
59 H -31.5169 17.3283 -8.7612
60 H -31.4720 16.8086 -7.0470
61 H -31.1638 14.6559 -9.9459
62 H -31.5162 14.0072 -8.3674
63 H -28.7512 14.2439 -9.8653
64 H -29.7130 12.8073 -9.5338
65 H -28.4450 14.4880 -7.4949
66 H -26.5304 13.7026 -7.5251
67 H -27.0138 13.1141 -9.1864
68 H -27.3506 11.4784 -6.6603
69 H -26.1576 11.2276 -7.8481
70 H -29.0639 10.6310 -10.3226
71 H -27.5713 9.8644 -10.1988
72 H -27.6565 11.7289 -10.3857
73 C -23.1607 8.5524 -1.1596
74 O -24.4633 8.2226 -0.6137
75 C -24.5838 8.0078 0.8000
76 C -23.5399 7.0161 1.3803
77 N -23.3299 5.7243 0.6704
78 C -24.4673 4.7696 0.7263
79 C -24.1391 3.5444 -0.1845
80 O -23.5553 3.8776 -1.4487
81 C -22.2631 3.3183 -1.4828
82 H -22.3004 8.0770 -0.6408
83 H -22.9010 9.5923 -0.9715
84 H -23.1835 8.2616 -2.2093
85 H -25.5867 7.5757 0.8947
86 H -24.5375 8.9124 1.3660
87 H -23.7971 6.7835 2.4297
88 H -22.5332 7.5113 1.5802
89 H -23.1649 5.9152 -0.3173
90 H -25.4073 5.1843 0.4570
91 H -24.4692 4.4220 1.7904
92 H -25.0878 3.0460 -0.2769
93 H -23.4637 2.9258 0.3621
94 H -22.2955 2.3127 -1.8826
95 H -21.7484 3.3424 -0.5065
96 H -21.6582 3.9127 -2.1881
97 C -27.8962 10.1382 -0.3217
98 O -28.3178 9.3729 0.4865
99 N -28.7404 10.8031 -1.1314
100 N -26.5732 10.4709 -0.4490
101 H -28.4272 11.3065 -1.9992
102 H -29.5546 10.2475 -1.2704
103 H -25.8950 9.8519 0.0233
104 H -26.1520 11.1638 -1.0281
105 C -23.1455 4.1106 -5.5682
106 O -22.9989 4.6450 -6.6709
107 N -23.3982 4.9147 -4.4599
108 N -22.8462 2.7953 -5.3203
109 H -23.5755 5.8578 -4.6830
110 H -23.8723 4.6496 -3.6348
111 H -22.9759 2.4017 -4.4121
112 H -22.6758 2.2431 -6.1305
113 C -29.6327 4.1271 -5.2924
114 O -28.6565 4.6090 -4.7607
115 N -29.6404 2.8143 -5.6406
116 N -30.8531 4.7482 -5.6247
117 H -30.3730 2.3742 -6.1047
118 H -28.8768 2.1804 -5.3454
119 H -30.9806 5.7658 -5.4589
120 H -31.3352 4.4605 -6.4972
121 C -32.8701 6.1102 -2.3810
122 O -33.1492 7.2608 -1.9494
123 N -33.5658 5.6531 -3.3953
124 N -31.8627 5.3052 -1.8073
125 H -34.2917 6.2075 -3.7914
126 H -33.2664 4.7668 -3.7207
127 H -31.5776 5.5096 -0.8416
128 H -32.0032 4.2966 -2.0420
129 C -34.4593 8.2000 -5.4810
130 O -34.9729 7.1109 -5.3440
131 N -34.5780 8.8379 -6.7248
132 N -33.7976 8.9105 -4.4504
133 H -34.1362 9.7664 -6.8857
134 H -35.2589 8.5498 -7.3804
135 H -33.5393 8.2299 -3.6867
136 H -33.0460 9.4051 -4.9141
137 C -25.8937 11.1620 -3.8854
138 O -25.9521 12.0228 -2.9704
139 N -25.2812 11.4599 -5.0612
140 N -26.4486 9.9540 -3.6988
141 H -25.0902 12.3901 -5.2039
142 H -24.8979 10.7075 -5.6473
143 H -26.8339 9.4543 -4.4986
144 H -27.0231 9.8818 -2.9202
145 C -32.1073 8.7859 -10.2535
146 O -32.1829 7.6921 -10.9033
147 N -31.7783 9.9772 -10.8882
148 N -32.3237 8.8514 -8.9057
149 H -31.9036 10.8216 -10.4524
150 H -31.7929 10.0145 -11.8926
151 H -32.6354 9.7312 -8.5705
152 H -32.6211 7.9866 -8.3888
153 C -32.5703 11.9416 -6.9840
154 O -33.4592 11.3575 -7.6315
155 N -32.8287 12.9193 -6.0323
156 N -31.2399 11.6876 -7.2205
157 H -32.0987 13.2016 -5.3586
158 H -33.7819 13.2371 -5.9026
159 H -31.0227 10.8291 -7.6900
160 H -30.5121 12.3899 -7.0733
161 C -31.9925 10.9158 -2.6684
162 O -31.3631 10.6653 -3.6540
163 N -32.3434 12.1593 -2.2513
164 N -32.4563 9.9724 -1.8269
165 H -32.1440 13.0193 -2.7529
166 H -32.5115 12.4303 -1.3187
167 H -32.3684 9.0161 -2.1656
168 H -33.1845 10.1383 -1.1531
169 C -24.8912 7.7349 -6.4852
170 O -25.4485 8.8329 -6.4051
171 N -25.5050 6.6410 -5.7966
172 N -23.6082 7.5131 -6.9571
173 H -26.4719 6.8401 -5.5845
174 H -25.3845 5.6543 -5.9321
175 H -23.3277 8.0989 -7.7409
176 H -23.1013 6.7109 -7.0838
177 C -30.8106 6.6336 1.0809
178 O -31.3913 5.5850 1.3096
179 N -29.5442 6.9150 1.4167
180 N -31.5366 7.5932 0.3824
181 H -28.9965 7.6993 1.1342
182 H -29.1594 6.3206 2.1068
183 H -32.3814 7.3429 -0.0805
184 H -31.0667 8.4791 0.1705
185 C -32.1518 4.6699 -8.9472
186 O -32.1507 3.8171 -8.0618
187 N -31.0046 5.2324 -9.4292
188 N -33.3361 5.1054 -9.5028
189 H -31.0800 5.8352 -10.1856
190 H -30.1439 4.6874 -9.3211
191 H -33.4898 5.9892 -9.9927
192 H -34.1314 4.7059 -9.0743
193 C -29.5313 13.2315 -3.9206
194 O -30.6935 13.5924 -4.2503
195 N -28.9602 12.1446 -4.5289
196 N -28.6683 13.9223 -3.0511
197 H -28.0049 11.9179 -4.5500
198 H -29.6451 11.4578 -4.7311
199 H -28.8552 14.8700 -2.8609
200 H -27.6847 13.7026 -3.0771


(3)
This record from the OMol25 dataset describes one molecule with the formula C2H4N2S. The level of theory is ωB97M-V with the def2-TZVPD basis set.

## Properties
Charge: 0
Strongest force on any atom: 0.133 Eh/bohr
Energy above the lowest of the compared OMol25 structures with the same formula, charge and spin: 2.5078 eV
Highest occupied orbital energy: -0.31044 hartree
DFT total energy: -586.2022 Eh
Kohn-Sham gap: 8.3 eV

Positions of all 9 atoms, in Å:
1 C -1.4234 -1.1604 0.0767
2 N -1.6998 0.0992 -0.0878
3 N -0.8323 1.0165 -0.0417
4 C 0.5803 0.8092 0.1347
5 S 1.5966 -0.3883 -0.0697
6 H -0.3456 -1.5139 0.4625
7 H -2.3431 -1.8143 -0.0196
8 H -1.0677 2.0823 -0.2343
9 H 0.9934 1.7555 0.5452


(4)
This record from the OMol25 dataset describes a 3-piece molecular cluster, C30H65BNO8P overall. The level of theory is ωB97M-V with the def2-TZVPD basis set.

## Properties
Charge: 0
Strongest force on any atom: 0.130 Eh/bohr
Highest occupied orbital energy: -0.28745 hartree
DFT total energy: -2204.5581 Eh
Kohn-Sham gap: 8.2 eV

Positions of all 106 atoms, in Å:
1 C 8.8798 0.4989 0.4667
2 C 7.8450 0.6548 -0.7775
3 O 6.7314 1.4655 -0.3309
4 B 5.8163 1.7702 -1.4200
5 O 5.8931 0.9473 -2.5980
6 P 4.6235 3.2731 -1.1594
7 C 3.5713 4.8300 -0.8602
8 C 2.1557 4.8405 -1.6104
9 C 1.1004 3.7531 -1.0430
10 C 0.1026 4.3624 0.0640
11 C 0.5725 4.0788 1.5805
12 C -0.6868 3.7800 2.5507
13 C -0.9093 2.2089 2.8219
14 C -2.1734 1.5723 2.0628
15 C -1.8760 0.0631 1.5618
16 C -0.7911 0.0784 0.3444
17 C -1.6268 -0.0024 -1.0252
18 C -1.2232 -1.2482 -1.9722
19 N -1.5372 -0.8105 -3.3849
20 C -0.5476 -0.3134 -4.2983
21 C -1.3799 0.0301 -5.5508
22 C -2.8800 -0.3187 -5.2175
23 C -2.9282 -0.8777 -3.7683
24 H 9.4064 1.4970 0.7026
25 H 9.6301 -0.3463 0.2992
26 H 8.2890 0.2352 1.4132
27 H 7.5463 -0.4185 -1.0617
28 H 8.4582 1.1117 -1.6255
29 H 5.4046 1.3715 -3.3373
30 H 5.6808 3.8950 -0.3568
31 H 4.5456 3.4142 -2.6118
32 H 3.6543 2.3933 -0.5581
33 H 3.4399 4.9609 0.2669
34 H 4.1888 5.7323 -1.2360
35 H 1.6793 5.8708 -1.3932
36 H 2.2380 4.7980 -2.7615
37 H 0.4351 3.4743 -1.9461
38 H 1.5812 2.7805 -0.6969
39 H -0.9291 3.9083 -0.1120
40 H 0.0026 5.4997 -0.0387
41 H 1.0306 5.0640 1.9643
42 H 1.3896 3.2894 1.6704
43 H -1.6294 4.2974 2.1731
44 H -0.4251 4.2542 3.5635
45 H 0.0821 1.6877 2.6009
46 H -1.1128 2.0966 3.9477
47 H -2.5414 2.2690 1.2391
48 H -3.0194 1.4985 2.8327
49 H -1.4181 -0.5924 2.3773
50 H -2.8740 -0.4058 1.2651
51 H -0.2605 1.1015 0.4199
52 H 0.0175 -0.7152 0.4592
53 H -2.7551 -0.0391 -0.8765
54 H -1.4004 0.9421 -1.6508
55 H -0.1182 -1.5356 -1.8485
56 H -1.8465 -2.1898 -1.7522
57 H 0.5521 -0.2109 -4.0535
58 H -0.9564 0.4763 -6.5017
59 H -3.7985 -0.1859 -5.8696
60 H -3.7952 -1.2333 -3.1338
61 C -6.5827 -0.1982 0.0915
62 O -7.2247 -1.1671 0.9035
63 C -6.4250 -2.3135 1.1808
64 C -6.3534 -2.6205 2.6785
65 O -5.7095 -1.6465 3.4979
66 C -6.3344 -0.3684 3.6142
67 C -7.7160 -0.3368 4.2696
68 O -8.6967 -0.9907 3.4763
69 C -9.4842 -1.9330 4.1843
70 H -6.7926 -0.4023 -0.9611
71 H -6.9940 0.7806 0.3437
72 H -5.5022 -0.1636 0.2598
73 H -5.4138 -2.2104 0.7748
74 H -6.9035 -3.1613 0.6777
75 H -5.7549 -3.5316 2.7885
76 H -7.3314 -2.8725 3.0844
77 H -6.3408 0.1370 2.6491
78 H -5.6631 0.2227 4.2462
79 H -8.0298 0.7073 4.3751
80 H -7.6407 -0.7791 5.2743
81 H -8.9217 -2.4257 4.9841
82 H -9.8077 -2.7009 3.4762
83 H -10.3694 -1.4402 4.5966
84 C 2.3490 -5.3028 -2.2693
85 O 2.5514 -4.4811 -1.1323
86 C 3.4270 -5.0443 -0.1605
87 C 4.5501 -4.0844 0.2350
88 O 5.4838 -3.7396 -0.7865
89 C 5.0065 -2.9815 -1.8979
90 C 4.4852 -1.5765 -1.5939
91 O 3.2932 -1.6081 -0.8177
92 C 3.3179 -0.7626 0.3197
93 H 1.4891 -5.9561 -2.1037
94 H 2.1330 -4.6546 -3.1203
95 H 3.2322 -5.8990 -2.5147
96 H 3.8535 -5.9927 -0.5007
97 H 2.8200 -5.2493 0.7287
98 H 5.1411 -4.5887 1.0075
99 H 4.1622 -3.1872 0.7141
100 H 4.2794 -3.5603 -2.4664
101 H 5.8708 -2.8687 -2.5610
102 H 4.2417 -1.0803 -2.5383
103 H 5.2820 -1.0041 -1.0982
104 H 4.3215 -0.6739 0.7488
105 H 2.6631 -1.2001 1.0789
106 H 2.9344 0.2276 0.0536